DFT (ωB97M-V with the def2-TZVPD basis set) results for a 13-piece molecular cluster, C52H104O13 overall.

```
169
Properties=species:S:1:pos:R:3:forces:R:3
O 0.412856 -0.340224 -0.909729 0.9852 -1.1120 -1.6841
O -4.901854 1.493676 2.042731 -0.9608 -2.5503 -0.1213
O 2.311846 0.649506 -6.645889 0.2570 -0.3615 -1.3621
O -6.593494 -2.308644 -0.214889 -1.0417 1.0179 0.8514
O -0.431804 -4.851484 1.864311 -0.2916 0.2486 0.4107
O 5.224066 0.927966 -2.244749 -1.2330 -0.2333 -0.5076
O -2.075124 -0.816604 3.669841 1.1452 1.2058 -1.1937
O 2.462976 -2.668084 -4.052749 1.2569 0.2341 -0.3398
O -2.025944 5.134816 -1.651589 0.0360 -0.1387 -0.4826
O 2.145606 -1.024964 5.679671 0.7920 -0.7759 0.2376
O 3.392206 -3.376944 0.497591 0.1146 -0.4231 -0.9011
O 2.504426 3.706986 0.356201 -1.9784 -0.3225 -0.4626
O -3.774484 0.770276 -4.821669 -0.7651 -0.5584 -2.4589
C 4.343926 -3.404394 1.547441 0.6204 -1.6149 -0.3620
C -2.416654 5.064216 0.600741 0.8652 -0.8527 0.9036
C -1.144424 0.499096 0.473091 -1.5593 -0.8809 0.8166
C 2.921746 -2.049044 0.433901 -1.5589 -0.3456 1.2170
C 0.502656 -3.371214 -5.110939 -0.4376 0.3349 -0.7026
C -5.695364 -3.374224 -0.048189 0.7954 0.0504 -1.2291
C 4.487006 -0.232134 -2.676709 -0.0947 -0.8580 1.8351
C 4.146636 3.936156 1.983131 -0.2579 0.1507 0.7671
C -4.588534 0.987296 -3.698919 0.2993 0.1412 0.3507
C -1.749274 -2.173024 3.357771 -1.4683 -0.4782 -0.4279
C -2.371204 0.803716 -4.595799 -0.6855 0.6808 1.4073
C 0.878776 -5.227284 1.436171 -0.8085 0.3441 -0.5378
C -1.688024 4.309856 -0.503489 -0.6929 1.2661 0.0525
C -2.367444 6.495006 -1.263789 0.7975 -0.7860 1.3557
C 0.881866 -0.405034 5.863881 0.4921 0.6939 -1.1113
C -3.747134 2.222616 2.259771 -0.2482 0.8173 0.1396
C 3.953796 -2.320134 2.505561 1.6283 0.8787 1.0049
C -2.295184 1.217056 -3.145149 0.8156 0.6898 0.5551
C 2.702056 -1.786434 1.921491 -1.1137 1.2222 -0.2298
C 3.693296 3.474136 -0.365319 0.0898 1.0783 0.6010
C -0.622424 -5.848594 -0.254629 -0.6927 -0.1118 0.1445
C 0.444576 -3.496144 -3.599429 -2.7621 -0.6486 -0.6229
C 0.791546 -5.382364 -0.073749 0.9246 0.4947 -0.0541
C -2.211624 6.510006 0.278251 -0.9569 0.7229 -0.9590
C -0.721344 -0.760664 -0.248049 -1.1444 0.4782 1.1250
C -2.293764 -2.891104 4.548421 -1.0343 -0.6216 1.2217
C -3.618154 -2.129554 4.843441 0.1350 0.1198 -0.9342
C -1.383494 -5.020094 0.808101 1.2456 -0.5403 0.1053
C -5.628744 3.693646 2.238061 -0.3359 0.5644 -0.3499
C -3.278324 -0.680544 4.423101 0.9127 -1.4149 1.5050
C 1.403876 -2.481544 -3.109859 1.4209 -1.1625 -0.2683
C 3.402106 2.270256 -5.318259 1.0219 -0.5340 0.0988
C 2.743046 3.408446 1.721481 0.1973 -0.1749 -0.5977
C 1.033576 0.939316 5.125191 -0.4073 -0.3053 -0.1675
C -3.620624 0.780156 -2.595579 0.0323 -0.4245 1.7037
C 1.541946 0.737146 -5.487519 -0.5836 0.9920 -0.6534
C 2.511966 1.265766 5.218571 0.0857 0.5518 0.0252
C 6.429316 -0.851214 -1.327379 -1.0193 -0.5682 -0.2551
C 1.003586 0.768976 -0.278329 0.2569 0.8119 0.0892
C 3.606506 1.166736 -6.397149 -0.5052 0.4225 0.3047
C 4.637736 4.204626 0.577881 1.9676 -0.1449 -0.7333
C 6.515326 0.525026 -1.868619 0.7670 1.6186 0.1800
C 0.146376 1.081616 0.929551 0.1794 0.5899 0.2462
C 1.958056 2.063696 -4.861689 0.4784 -0.2194 0.6688
C 1.941776 -2.931154 -5.369819 -0.3669 -0.3989 1.0532
C -6.078724 -1.119334 0.408141 1.1187 -0.2108 -0.6938
C -6.039334 2.301706 1.771901 0.3975 0.0312 0.3093
C 5.317376 -1.436534 -2.203199 1.0203 -0.5021 -1.5843
C 3.204606 -0.090854 5.482781 -0.5024 1.1945 -0.0472
C -4.592224 -2.872234 0.884101 -0.0114 -1.9536 -0.0831
C -4.318464 3.440036 2.932071 1.2906 1.2515 0.4396
C -4.599184 -1.400644 0.666611 -0.2079 0.7022 0.4690
H -1.606414 -4.013614 0.453971 -0.4887 -0.0722 -0.2799
H -6.221834 2.286446 0.697401 -0.3130 -0.0453 -0.0452
H 2.853846 1.706536 4.282121 0.0734 0.0547 0.0173
H 2.466896 -0.742454 2.128611 0.3725 0.2245 0.1783
H 3.895646 2.421796 -0.564639 0.1181 -0.2592 0.3809
H -3.054344 1.701886 2.920811 -0.0198 -0.3167 -0.2353
H -2.055594 4.791076 1.592271 0.0346 -0.0107 0.0478
H -0.746754 -2.445114 3.027591 0.5744 0.9651 0.8308
H -3.579464 -0.290634 -2.396029 -0.0010 -0.1587 0.2297
H 3.851316 -0.395194 4.659831 -0.3720 -0.2556 -0.2768
H 0.226216 -4.303854 -5.602729 0.1600 0.0068 -0.0654
H -4.440764 3.241866 3.996911 -0.1325 -0.0693 0.0183
H 2.756406 2.322906 1.819111 -0.2850 -0.2953 0.3294
H 6.030826 -0.750144 -0.317879 0.4484 -0.3651 0.3272
H 0.342716 1.678306 5.531041 0.2225 0.2058 -0.0367
H -1.443094 0.762846 -2.639459 0.0353 0.0581 0.1259
H -1.644594 -2.818324 5.420991 0.2641 0.1754 -0.0574
H -0.608114 4.215656 -0.389339 0.2052 0.3838 0.1018
H 1.143376 -1.423254 -3.126659 -0.6324 -0.1942 0.4555
H -5.415424 0.284816 -3.594649 0.0417 -0.2939 -0.5927
H -1.528564 -1.127144 -0.882219 0.3014 -0.0201 -0.5834
H -3.471104 4.793386 0.547091 -0.0494 0.1005 -0.0292
H 4.714306 3.212946 2.568631 0.2294 -0.0126 -0.2154
H -6.169984 -0.310914 -0.317269 -0.4166 0.1791 0.2622
H 0.857886 0.866756 4.051901 -0.6933 -0.4875 0.0892
H -3.966684 -1.132014 -0.179489 -0.0210 0.0638 -0.0386
H -3.944674 -2.207144 5.880491 -0.0395 -0.0247 -0.1326
H -5.274954 -3.530274 -1.041669 0.3535 -0.2670 -0.2540
H 3.636576 3.963886 -1.337449 -0.2147 0.0376 0.0477
H -1.690064 7.240016 -1.681179 -0.0017 -0.2923 -0.5175
H -6.873584 1.873566 2.327621 -0.0881 0.0121 -0.1738
H 1.056486 -6.226284 1.834331 0.6591 0.1858 0.4928
H -2.989394 -0.199344 5.357471 -0.0409 0.6346 -0.0612
H 0.119006 -1.014314 5.379191 0.0518 -0.1620 0.1314
H -0.516084 -1.546304 0.479101 0.2418 -0.3480 0.2195
H -5.489674 4.314626 1.353111 0.1417 0.1492 0.0106
H 5.672756 3.906366 0.410911 0.1683 -0.0138 0.1512
H -2.290234 -2.471574 2.459811 -0.5992 -0.0612 -0.1763
H 0.977036 -4.453724 -0.613479 -0.0136 0.2358 0.1640
H 3.598836 3.294846 -5.633879 -0.1794 -0.1264 -0.3962
H 4.371666 -4.384794 2.022981 -0.6001 -0.2396 -0.0595
H 1.922406 -2.022094 -0.000499 0.3383 -0.0943 -0.7497
H -3.285994 2.413546 1.290751 0.4314 0.3276 -0.0418
H 1.807926 -2.314234 2.253261 0.0195 -0.3148 -0.0779
H 4.602416 5.276366 0.382401 -0.1599 -0.0546 -0.1609
H -4.286754 -0.848094 1.552711 0.2483 0.0822 -0.1986
H 2.033656 0.531116 -0.012869 0.1637 0.1347 -0.1603
H -1.027494 -5.711284 -1.257209 0.0424 -0.0694 0.0006
H 5.332996 -3.369004 1.090711 0.3193 0.7397 0.1361
H 6.822496 1.211206 -1.079379 0.2214 0.2334 -0.0855
H 1.683526 -0.164864 -4.892169 -0.0047 0.1712 0.5251
H -4.390234 -2.502054 4.170221 -0.1717 -0.2378 0.1805
H -4.831204 -3.225174 1.887311 0.1202 0.4523 0.2993
H 3.902056 0.064326 6.305941 -0.2963 -0.5989 0.6496
H -5.045894 1.976506 -3.679429 0.1951 0.3673 -0.2829
H 1.584246 -6.066154 -0.377339 -0.2369 -0.1854 -0.3120
H -1.646184 1.162606 -0.231259 -0.0805 0.0496 -0.0101
H -0.594074 -3.412734 -3.279519 -0.1806 0.6293 0.2138
H 4.773576 -2.267764 -1.754389 -0.1989 0.2534 0.0051
H 4.134076 2.092786 -4.530339 -0.1193 -0.0355 0.2446
H 0.512576 0.840346 -5.830839 -0.2019 -0.5247 0.2017
H -1.806044 0.254326 1.304021 -0.2126 0.1927 -0.0116
H -0.176624 -2.611944 -5.498479 -0.2024 0.0790 0.1899
H 1.871446 1.954016 -3.780689 -0.0701 0.5521 0.0987
H -6.325094 4.239316 2.874801 -0.1977 -0.3196 -0.0109
H 4.216376 0.356866 -5.996839 0.3559 -0.0123 0.0049
H -2.197854 2.300626 -3.077939 0.0504 0.1277 0.1026
H -6.487494 -0.868714 1.387021 -0.8100 -0.1303 -0.1858
H -3.919724 1.292576 -1.681209 0.1163 -0.0325 0.1821
H -3.049274 7.106906 0.639031 0.2813 0.2086 0.4785
H 3.595666 -0.368994 -2.064429 -0.6492 0.9707 -0.3421
H 7.360646 -1.411064 -1.412749 -0.1093 0.0185 0.4087
H -1.895684 -0.174094 -4.672409 -0.1594 -0.1062 -0.7473
H -0.640844 -6.905704 0.010441 -0.3978 -0.1121 -0.0535
H 2.460416 -3.794854 -5.785899 0.5691 0.4653 -0.1874
H 7.183066 0.675806 -2.716839 0.3050 -0.3628 -0.1339
H 0.609506 -4.541554 -3.338639 1.0355 0.1384 0.3622
H -1.923924 1.599356 -5.191629 0.1112 -0.4899 -0.5022
H 4.712216 -1.538964 2.453821 0.1223 0.2408 0.0284
H -2.527314 -3.951054 4.448181 0.2548 -0.0366 -0.4057
H 3.954896 -2.618594 3.553901 -0.4144 -0.2019 -0.0936
H -3.639504 4.286876 2.832121 -0.1156 0.1107 0.2535
H 4.003916 1.505286 -7.353989 0.0911 0.0191 0.1253
H -4.072894 -0.105534 3.947571 0.1224 -0.2072 -0.4184
H 1.798876 -2.863904 -2.168649 0.1120 0.8417 0.3192
H 4.109426 4.854086 2.569751 0.0784 0.0189 -0.0166
H 2.016956 -2.008394 -5.945119 0.1012 -0.3120 -0.4319
H 0.524206 0.615566 1.839581 -0.0808 -0.1777 0.0262
H -1.263174 6.950126 0.586231 -0.0104 -0.2726 0.1222
H 1.540416 -4.410854 1.725601 0.3577 -0.6507 0.2379
H 0.945786 1.594576 -0.987649 0.4408 0.1814 -0.0129
H 0.642946 -0.294364 6.921601 0.0549 0.1450 0.1499
H 5.776696 -1.818934 -3.114739 0.2127 -0.4606 0.0580
H 4.235186 -0.251954 -3.737029 0.1841 0.1916 0.0635
H -6.214804 -4.308064 0.166791 -0.0459 0.1351 0.6618
H -2.230814 -5.547664 1.246071 -0.2818 0.2579 -0.3110
H -2.063874 3.287296 -0.538019 -0.3068 0.0594 -0.7835
H -3.401754 6.751206 -1.493299 0.0110 -0.3442 -0.4861
H 0.008266 2.143896 1.131031 0.4200 0.0923 -0.0618
H -3.633934 -3.310284 0.604991 -0.0504 -0.1278 0.1219
H 1.408776 2.922166 -5.248229 -0.5444 -0.3475 0.2479
H 2.649076 2.026746 5.986821 0.4746 -0.2572 0.2340
H 1.958806 3.858176 2.330431 -0.0250 -0.1198 -0.1103
H 3.605866 -1.356804 -0.056899 0.1605 0.0551 -0.0091
```
Positions in Å, forces in eV/Å.

The frontier orbital gap comes out at 9.816 eV. The calculation puts the total energy at -82220.26290 eV. As for the net charge: 0. For the energy above the lowest of the compared OMol25 structures with the same formula, charge and spin, the calculation gives 45.6 kcal/mol.